Computed, not measured: a 5-piece molecular cluster, C42H77FN5O6P overall, with the ωB97M-V functional and the def2-TZVPD basis.

Computed properties:
Frontier orbital gap ... 0.2400 hartree
SMILES ... CCCCCCc1cc(CN)c2c(c1P(C)CC)C(=O)c1cc([C@H](C)F)ccc1C2=O.COC[C@@H](C)N.COC[C@@H](C)N.COC[C@@H](C)N.COC[C@@H](C)N
E_LUMO ... -1.44 eV
HOMO energy ... -0.293 Eh
Net charge ... 0

The geometry in XYZ format:
```
132
Properties=species:S:1:pos:R:3:forces:R:3:lowdin_charge:R:1
C -2.175849 -0.901208 -7.552532 -0.84 0.44 -0.34 -0.15
C -3.575559 -1.260090 -6.760785 0.50 0.15 0.27 -0.27
C -3.197967 -1.980918 -5.324866 0.42 0.37 -0.77 -0.22
C -2.726728 -0.840214 -4.237377 0.00 0.04 0.69 -0.22
C -3.379647 -1.022184 -2.736599 -0.18 -0.45 0.14 -0.22
C -3.620340 0.435610 -1.952709 0.87 -0.70 -0.37 -0.19
C -2.161361 1.233584 -1.938737 2.59 2.22 -0.63 -0.11
C -1.931981 2.455263 -3.053371 2.65 -1.37 2.66 0.03
C -0.519013 3.296046 -3.179327 -0.58 -1.90 2.35 -0.07
C -0.363577 4.469925 -4.358214 0.49 -0.37 0.33 -0.23
N 0.101449 3.698520 -5.610126 0.26 0.16 1.53 -0.06
C 0.710699 2.921317 -2.161990 -2.61 -1.79 0.12 0.01
C 0.466749 1.700348 -1.045306 -1.37 0.55 -1.55 -0.01
C -0.919170 0.839318 -0.894962 0.98 3.85 -2.88 -0.23
P -1.245587 -0.594439 0.322210 -0.11 -0.36 0.45 0.90
C 0.312735 -1.682649 0.611990 1.25 -0.05 1.27 -0.33
C -1.654694 0.154851 2.073493 -0.73 0.60 -0.27 -0.40
C -3.185141 0.805577 1.895189 0.28 -0.71 0.39 -0.20
C 1.779937 1.356791 -0.077281 0.03 -0.37 3.85 -0.21
O 1.720236 1.141732 1.238564 0.25 1.09 -8.08 -0.04
C 3.240688 1.355663 -0.892830 2.56 -0.08 -1.60 -0.01
C 4.388735 0.202994 -0.642546 0.07 3.98 -3.07 0.06
C 5.782709 0.338119 -1.549298 -1.76 2.11 0.09 -0.09
C 6.899136 -0.880324 -1.303737 -2.20 0.13 -1.17 -0.25
C 6.225444 -2.213551 -2.056417 -0.72 -0.02 0.07 -0.07
F 7.006482 -1.041014 0.164495 0.10 0.09 -3.22 -0.10
C 6.051529 1.568253 -2.607845 -3.28 -0.89 2.39 -0.01
C 4.896643 2.709740 -2.844414 -0.64 -3.11 2.74 0.00
C 3.486304 2.583395 -2.002165 1.93 -1.82 0.39 -0.02
C 2.214608 3.653333 -2.193634 0.34 4.05 -0.14 -0.19
O 2.376317 4.983512 -2.317719 -0.91 -8.37 0.46 -0.05
H -2.435895 -0.657865 -8.675233 0.66 -0.42 2.19 0.07
H -1.398925 -1.776943 -7.533163 -1.56 1.64 0.07 0.07
H -1.723468 0.065773 -7.068190 -0.66 -1.95 -0.94 0.08
H -4.321085 -1.892922 -7.428674 1.75 1.09 1.44 0.11
H -4.125047 -0.250864 -6.515866 0.98 -1.91 -0.53 0.10
H -2.238018 -2.660300 -5.526547 -2.38 1.12 0.49 0.11
H -4.125107 -2.622533 -4.987829 1.99 1.26 -0.35 0.11
H -3.051743 0.239602 -4.605641 0.82 -2.25 0.56 0.10
H -1.541155 -0.881732 -4.112098 -2.63 0.35 -0.43 0.13
H -2.694442 -1.689732 -2.032051 -1.35 1.53 -1.55 0.08
H -4.403668 -1.628538 -2.826916 2.02 1.57 0.21 0.11
H -4.475305 1.069543 -2.494623 2.15 -1.26 1.15 0.13
H -3.967520 0.156712 -0.870646 0.79 0.84 -2.05 0.07
H -2.848090 2.664477 -3.764933 2.23 -0.27 1.51 0.10
H 0.486845 5.250053 -4.099699 -2.03 -1.56 0.13 0.11
H -1.394288 5.039801 -4.550305 2.26 -1.48 0.51 0.12
H 0.848633 3.055583 -5.219611 -0.94 1.14 -1.16 0.07
H 0.489593 4.348875 -6.327530 -0.19 -0.75 1.05 0.06
H -0.062106 -2.794420 0.795592 0.85 2.37 -0.78 0.04
H 1.099961 -1.583905 -0.247773 -1.62 -0.46 1.48 0.05
H 0.880116 -1.383596 1.618574 -1.21 -0.47 -2.22 0.06
H -0.872383 0.991978 2.312440 -1.51 -1.69 -0.10 0.08
H -1.675475 -0.721258 2.880343 0.26 1.89 -1.88 0.09
H -3.696651 0.949658 2.953998 1.19 0.14 -2.29 0.06
H -3.899498 0.051733 1.306329 1.72 1.63 1.18 0.06
H -3.055460 1.799475 1.290438 -0.58 -1.83 1.30 0.08
H 4.198589 -0.656496 0.131631 0.54 1.92 -1.72 0.12
H 7.912802 -0.693233 -1.857339 -1.71 0.01 1.80 0.14
H 6.317273 -3.191622 -1.414134 -0.01 2.00 -1.17 0.09
H 6.695454 -2.411256 -3.121282 -0.73 0.54 2.28 0.08
H 5.067779 -2.004118 -2.260164 2.61 -0.52 0.62 0.09
H 7.106426 1.551610 -3.164880 -2.73 0.26 1.28 0.10
H 5.096223 3.586295 -3.605060 -0.63 -1.97 1.82 0.10
C -7.498312 1.306940 7.099302 -0.26 -0.03 -0.31 -0.11
O -7.579590 2.552089 6.424690 0.33 0.19 0.45 -0.20
C -6.484979 3.436687 6.682168 0.01 0.14 -0.39 -0.20
C -5.233806 3.166348 5.815943 -0.08 -0.25 0.00 -0.44
C -4.419949 1.961464 6.282570 0.27 -0.04 0.02 -0.07
N -5.586158 2.984862 4.399714 -0.42 0.02 0.10 0.04
H -7.034158 1.398596 8.086298 0.07 0.03 -0.08 0.09
H -6.953580 0.584506 6.487154 0.11 -0.10 0.20 0.07
H -8.514404 0.924270 7.230839 0.06 0.15 -0.02 0.09
H -6.853890 4.438699 6.434380 -0.05 -0.13 -0.06 0.12
H -6.240172 3.452913 7.750774 0.04 -0.17 0.03 0.12
H -4.582216 4.044802 5.896536 -0.29 -0.10 0.05 0.10
H -4.891299 1.009010 6.027343 -0.04 0.09 0.02 0.06
H -3.430838 1.963148 5.807836 -0.21 0.04 0.04 0.07
H -4.267205 1.988075 7.366433 -0.03 -0.02 -0.09 0.08
H -6.049192 3.831828 4.068316 0.20 -0.11 -0.01 0.07
H -6.324842 2.275633 4.359933 0.27 0.16 -0.04 0.07
C 2.661412 -5.639584 1.303181 0.10 0.33 0.18 -0.10
O 1.400222 -5.110728 1.679765 -0.31 -0.50 -0.28 -0.21
C 0.333511 -6.064179 1.673668 -0.15 0.24 0.23 -0.20
C 0.241471 -6.921082 2.956677 0.43 0.17 -0.01 -0.43
C 1.286249 -8.032872 3.021574 -0.03 -0.33 0.08 -0.08
N 0.348956 -6.093732 4.167763 -0.04 0.30 -0.29 0.03
H 2.573751 -6.421089 0.541890 -0.05 -0.03 0.09 0.09
H 3.185080 -6.020893 2.182807 0.09 -0.18 -0.13 0.07
H 3.263202 -4.824191 0.891885 -0.16 -0.02 0.02 0.08
H -0.586724 -5.473361 1.598660 0.13 0.05 0.05 0.12
H 0.374195 -6.688621 0.773374 0.16 -0.06 0.02 0.12
H -0.742825 -7.404714 2.958969 0.03 0.16 -0.06 0.13
H 2.286285 -7.659472 3.256053 -0.13 0.06 -0.05 0.06
H 1.025534 -8.755108 3.805231 0.03 0.21 -0.13 0.08
H 1.338014 -8.577466 2.073136 0.02 0.06 0.07 0.08
H -0.409054 -5.410373 4.163529 0.07 -0.18 0.10 0.07
H 1.191528 -5.518952 4.068036 -0.22 -0.25 0.09 0.07
C 7.861603 -4.537268 -5.221691 -0.09 -0.20 0.30 -0.11
O 6.450620 -4.401738 -5.168189 0.03 0.36 -0.50 -0.21
C 5.840096 -4.074631 -6.420084 -0.35 -0.12 0.13 -0.20
C 5.584884 -5.291395 -7.338349 0.34 -0.14 0.30 -0.43
C 6.842876 -5.797830 -8.040370 0.06 -0.08 -0.33 -0.08
N 4.968638 -6.404739 -6.601126 -0.03 0.31 0.30 0.03
H 8.318506 -3.846976 -5.937747 -0.07 -0.07 -0.05 0.09
H 8.129651 -5.568699 -5.461832 0.19 0.09 -0.12 0.07
H 8.262418 -4.317782 -4.228034 -0.13 0.02 -0.06 0.08
H 4.867812 -3.636854 -6.166039 0.10 -0.09 0.10 0.12
H 6.406488 -3.290847 -6.936803 0.16 -0.08 0.00 0.12
H 4.886778 -4.971530 -8.121343 0.00 0.05 0.17 0.13
H 7.506470 -6.350906 -7.370870 -0.12 0.09 0.01 0.06
H 6.574879 -6.480433 -8.856424 0.00 0.13 0.22 0.08
H 7.409614 -4.968067 -8.475225 -0.03 -0.07 0.06 0.08
H 4.081611 -6.085119 -6.210482 0.08 -0.14 -0.15 0.07
H 5.547762 -6.577191 -5.773407 -0.14 -0.03 -0.32 0.07
C -1.085796 7.915286 8.385914 -0.06 -0.18 0.33 -0.11
O -2.496779 8.050816 8.439416 -0.03 0.32 -0.58 -0.19
C -3.107303 8.377924 7.187521 -0.31 -0.14 0.20 -0.20
C -3.362515 7.161159 6.269256 0.39 -0.06 0.26 -0.42
C -2.104523 6.654725 5.567235 0.04 -0.10 -0.32 -0.07
N -3.978761 6.047816 7.006479 -0.02 0.36 0.35 0.04
H -0.628893 8.605579 7.669859 -0.07 -0.07 -0.05 0.09
H -0.817748 6.883855 8.145773 0.19 0.08 -0.13 0.07
H -0.684981 8.134771 9.379571 -0.14 0.03 -0.09 0.09
H -4.079587 8.815700 7.441566 0.10 -0.09 0.10 0.12
H -2.540911 9.161706 6.670803 0.15 -0.10 -0.01 0.12
H -4.060621 7.481024 5.486263 -0.01 0.05 0.16 0.14
H -1.440929 6.101649 6.236735 -0.11 0.10 0.01 0.07
H -2.372520 5.972120 4.751181 0.01 0.12 0.20 0.08
H -1.537785 7.484488 5.132380 -0.04 -0.08 0.06 0.08
H -4.865788 6.367435 7.397123 0.08 -0.10 -0.12 0.08
H -3.399637 5.875362 7.834199 -0.13 -0.01 -0.30 0.08
```
Positions in Å, forces in eV/Å.